A 3-piece molecular cluster, C16H49BN7O4P3 overall at a distorted geometry, computed with ωB97M-V/def2-TZVPD.

CARTESIAN COORDINATES (ANGSTROEM)
C 3.0336 0.2745 -4.8665
N 1.5877 0.2774 -4.9815
C 1.1575 0.2061 -6.3766
P 0.4158 0.8930 -3.8689
O -0.5605 -0.2754 -4.0718
N 0.8280 0.4647 -2.2506
C 2.1629 0.1857 -1.7608
C -0.1198 -0.3608 -1.5078
N 1.3291 2.3976 -3.6424
C 0.7550 3.2612 -2.5775
C 1.3634 3.2583 -4.8473
H 3.4775 1.2776 -4.8364
H 3.4959 -0.2453 -5.7098
H 3.3731 -0.2816 -3.9964
H 1.1858 1.1869 -6.8690
H 0.1345 -0.1681 -6.4534
H 1.7746 -0.4828 -6.9574
H 2.4845 -0.8283 -2.0213
H 2.1969 0.2698 -0.6700
H 2.8981 0.9076 -2.1201
H -0.0342 -1.4172 -1.7870
H -1.1411 -0.0374 -1.6816
H 0.0462 -0.2789 -0.4304
H -0.2825 3.5316 -2.7985
H 1.3403 4.1786 -2.4738
H 0.7776 2.7843 -1.6003
H 0.3592 3.4456 -5.2384
H 1.9658 2.8214 -5.6427
H 1.8332 4.2186 -4.6255
C -5.6816 -1.1583 2.5252
N -4.2507 -0.9198 2.5359
C -3.5657 -1.7882 3.4930
P -3.3881 0.5036 2.0717
O -2.2542 -0.2681 1.3792
N -4.0314 1.1595 0.6101
C -5.3891 0.9899 0.1330
C -3.1298 1.2416 -0.5338
N -4.5055 1.5509 2.9669
C -4.2462 2.9968 2.7363
C -4.4260 1.3841 4.4367
H -6.2446 -0.5046 3.2032
H -5.9130 -2.1851 2.8196
H -6.1034 -1.0693 1.5274
H -3.6249 -1.4015 4.5182
H -2.5072 -1.8900 3.2439
H -3.9754 -2.8006 3.4882
H -5.5336 0.0103 -0.3390
H -5.6329 1.7538 -0.6134
H -6.1258 1.1264 0.9251
H -3.0291 0.2730 -1.0321
H -2.1412 1.5820 -0.2269
H -3.4892 1.9689 -1.2689
H -3.2277 3.2712 3.0281
H -4.9494 3.6062 3.3094
H -4.3871 3.2827 1.6967
H -3.3985 1.4800 4.7986
H -4.8149 0.4191 4.7587
H -5.0432 2.1270 4.9456
C 7.7629 -1.6674 2.3463
P 6.6304 -3.0450 1.6708
O 6.2522 -4.1360 2.9402
B 5.0494 -2.1386 1.0629
C 3.7833 -1.7519 1.9781
C 2.4080 -2.3621 1.5146
O 2.2037 -2.3226 0.0977
C 1.2527 -1.5082 2.2366
N 0.8858 -2.0880 3.5719
H 7.1459 -0.7379 2.4097
H 8.1637 -1.9283 3.3598
H 8.6223 -1.4712 1.6530
H 6.2671 -5.0347 2.5933
H 5.0382 -1.8239 -0.0835
H 3.6786 -0.6271 1.9269
H 3.9570 -2.0265 3.0481
H 2.2474 -3.4224 1.8641
H 1.6167 -3.0453 -0.1507
H 1.6176 -0.4686 2.4728
H 0.3469 -1.4143 1.5837
H 0.4617 -2.9938 3.3772
H 1.7799 -2.1926 4.0536

## Properties
* total charge: 0
* SMILES: CN(C)P(=O)(N(C)C)N(C)C.CN(C)P(=O)(N(C)C)N(C)C.CP(O)BC[C@H](O)CN
* Kohn-Sham gap: 7.454 eV


A 2-piece molecular cluster, C14H16ClFNO4P2 overall at a distorted geometry, computed with ωB97M-V/def2-TZVPD.

CARTESIAN COORDINATES (ANGSTROEM)
C 2.4773 4.0054 -2.5056
C 1.9957 2.6212 -3.1284
F 2.7269 2.2228 -4.2524
C 1.8862 1.5357 -2.0119
C 0.6414 1.5534 -1.1870
C -0.5102 2.5894 -1.3440
O -0.7625 3.2639 -0.3858
O -1.2267 2.8163 -2.4935
C 0.4607 0.5359 -0.1264
C 1.5249 -0.4653 0.0649
P 1.2797 -1.7981 1.3762
O 2.2268 -1.6868 2.5296
N 2.6768 -0.4307 -0.6945
C 2.8843 0.5108 -1.6939
P 4.5467 0.3714 -2.5932
O 4.2588 -0.1284 -4.1889
Cl 5.3543 2.3212 -2.6110
H 1.6068 4.7240 -2.5347
H 3.3020 4.4148 -3.1391
H 2.7547 3.9157 -1.4226
H 0.9430 2.8059 -3.4881
H -0.9512 2.1830 -3.1857
H -0.4551 0.5334 0.5037
H 1.4318 -3.1079 0.8001
H -0.0918 -1.7395 1.8077
H 3.4083 -1.1369 -0.5339
H 3.3000 -0.3365 -4.1977
C -5.0074 -3.5338 3.0330
C -4.5440 -2.5938 2.1213
C -3.5137 -1.7311 2.4756
C -2.9400 -1.8156 3.7401
C -3.4018 -2.7586 4.6500
C -4.4379 -3.6147 4.2983
H -5.8131 -4.2041 2.7578
H -4.9870 -2.5327 1.1338
H -3.1567 -0.9922 1.7656
H -2.1328 -1.1456 4.0160
H -2.9541 -2.8256 5.6347
H -4.8013 -4.3462 5.0100

## Properties
* total charge: +1
* Kohn-Sham gap: 5.493 eV


A 4-piece molecular cluster, C17H39NO11S overall, computed with ωB97M-V/def2-TZVPD.

CARTESIAN COORDINATES (ANGSTROEM)
N 6.1016 -0.5634 0.3258
C 5.0994 -1.1222 0.4198
O 4.1571 -2.0124 0.5039
O 3.0947 -1.6247 1.4227
S 2.4590 -0.0838 0.9941
O 1.9351 0.3327 2.2656
O 1.2457 -0.5714 0.0898
C -0.0699 -0.6978 0.7018
C -1.0747 -1.0073 -0.3929
C -2.4910 -0.6701 0.0853
C -3.0127 -1.5634 1.2170
O -2.7385 -2.9445 1.0453
H -0.0331 -1.4851 1.4551
H -0.3349 0.2451 1.1767
H -0.8606 -0.3690 -1.2499
H -1.0257 -2.0567 -0.6803
H -2.4815 0.3536 0.4724
H -3.1764 -0.6768 -0.7619
H -4.0931 -1.4470 1.2840
H -2.5846 -1.2194 2.1658
H -1.8041 -3.1098 1.1964
C 9.1807 -1.5338 0.8600
O 10.2579 -1.4505 1.7798
C 11.4284 -2.1210 1.3486
C 12.4615 -1.1570 0.8104
O 12.0292 -0.5357 -0.3887
C 11.5552 0.7845 -0.2025
H 8.4060 -0.8532 1.1945
H 9.4919 -1.2496 -0.1483
H 8.7730 -2.5512 0.8389
H 11.1863 -2.8715 0.5895
H 11.8491 -2.6398 2.2165
H 13.3782 -1.7096 0.5807
H 12.7003 -0.4051 1.5690
H 12.3825 1.4658 0.0262
H 10.8135 0.8369 0.5980
H 11.0906 1.0986 -1.1355
C -9.7719 -1.2946 -0.4493
O -9.6274 -1.9569 0.7929
C -8.4455 -2.7352 0.8868
C -7.3773 -2.0375 1.6965
O -6.9021 -0.8678 1.0451
C -7.4364 0.3296 1.5795
H -10.6052 -0.6008 -0.3534
H -8.8713 -0.7354 -0.7153
H -10.0007 -2.0100 -1.2467
H -8.0625 -2.9764 -0.1095
H -8.7090 -3.6733 1.3848
H -6.5260 -2.7151 1.8167
H -7.7591 -1.7936 2.6923
H -7.0177 0.5343 2.5710
H -8.5257 0.2866 1.6512
H -7.1581 1.1401 0.9076
C -2.2291 4.9970 -3.7942
O -3.4485 4.3981 -3.3959
C -3.4155 2.9810 -3.4085
C -3.2557 2.4122 -2.0176
O -1.9851 2.7158 -1.4605
C -2.0181 3.7747 -0.5210
H -2.3061 6.0623 -3.5847
H -1.3792 4.5860 -3.2437
H -2.0627 4.8615 -4.8682
H -2.6114 2.6188 -4.0565
H -4.3674 2.6350 -3.8232
H -3.3302 1.3215 -2.0710
H -4.0579 2.7753 -1.3679
H -2.5137 3.4591 0.4042
H -2.5319 4.6516 -0.9217
H -0.9875 4.0417 -0.2931

## Properties
* total charge: 0
* Kohn-Sham gap: 8.910 eV


An isolated ion of composition C5H12NO and charge +1 at a distorted geometry, computed with ωB97M-V/def2-TZVPD.

CARTESIAN COORDINATES (ANGSTROEM)
C -1.3697 1.2602 1.6403
C -0.5741 1.1439 0.6141
C -0.0891 -0.4223 -0.1301
C -0.6493 -0.4971 -1.5836
N -0.7135 -1.5141 0.7499
O 1.2327 -0.6283 0.0487
C 2.1736 0.5558 0.0205
H -1.5224 2.1261 2.1352
H -1.7742 0.4868 2.2452
H 0.1312 1.9355 0.4353
H 0.0460 -0.9832 -2.1649
H -0.6738 0.5141 -1.9471
H -1.5476 -1.0246 -1.5357
H 0.0675 -2.2677 0.9091
H -1.5771 -1.9556 0.4076
H -0.8964 -1.0188 1.6923
H 2.0824 1.0857 -1.0453
H 3.1228 0.0833 0.2064
H 1.9500 1.2791 0.8941

## Properties
* ΔE to the lowest compared entry with this formula, charge and spin: 70.3 kcal per mole
* total charge: +1
* SMILES: C=C[C@](C)([NH3+])OC
* Kohn-Sham gap: 11.054 eV


A 21-piece molecular cluster, H42O21 overall at a distorted geometry, computed with ωB97M-V/def2-TZVPD.

CARTESIAN COORDINATES (ANGSTROEM)
O 0.3347 -3.8799 1.8582
H 0.8320 -3.8999 2.6758
H 0.7438 -3.1827 1.3455
O -5.1515 -1.7612 1.3182
H -4.3349 -1.2691 1.4038
H -4.8901 -2.6776 1.4083
O 1.5448 2.4720 1.6343
H 1.1775 2.0408 0.8627
H 1.6844 3.3782 1.3591
O 0.5332 -1.4112 3.8980
H 1.2759 -1.7733 4.3813
H 0.9239 -0.7754 3.2986
O -4.2337 2.6632 1.9428
H -4.1896 2.9232 1.0226
H -3.8707 3.4091 2.4205
O 3.9398 1.1114 1.5312
H 3.0420 1.4012 1.6929
H 4.0356 1.1466 0.5795
O -1.1265 0.8951 -2.1603
H -1.8684 1.4811 -2.3098
H -0.4969 1.1259 -2.8433
O 0.1108 -3.0011 -4.7371
H 0.5154 -2.3185 -5.2725
H -0.4719 -2.5270 -4.1438
O -1.5867 -1.8857 -3.2191
H -2.1921 -2.4155 -2.7005
H -1.7688 -0.9842 -2.9536
O 0.8340 2.1478 4.4195
H 1.2563 2.4929 3.6329
H 0.1973 2.8193 4.6644
O 3.7539 0.9631 -1.2632
H 4.1474 1.7985 -1.5154
H 3.8838 0.3972 -2.0242
O 1.8489 -2.0843 0.2312
H 2.2401 -1.9555 -0.6329
H 1.4725 -1.2327 0.4535
O 2.5157 -0.9414 -3.9796
H 3.3396 -0.5809 -4.3072
H 2.7795 -1.5745 -3.3118
O -1.9705 -3.7318 3.1716
H -1.8358 -3.2918 4.0109
H -1.0873 -3.8790 2.8333
O 4.0435 -2.9530 2.3072
H 3.2347 -2.9088 1.7973
H 4.4924 -2.1292 2.1170
O 0.9115 1.5302 -3.7574
H 1.4065 2.1222 -3.1910
H 1.2581 0.6607 -3.5572
O -3.3666 0.5219 2.9405
H -3.9882 0.3909 3.6565
H -3.6245 1.3562 2.5484
O -3.3138 1.9835 -3.1793
H -3.3236 2.0765 -4.1319
H -4.2325 2.0582 -2.9213
O 1.1423 4.9188 -3.3146
H 1.7517 5.2118 -3.9921
H 0.4903 4.4004 -3.7863
O -1.4231 -0.7131 1.6606
H -2.1140 -0.2414 2.1258
H -0.9792 -1.2203 2.3402
O 0.3059 0.4339 -0.0967
H -0.3101 0.2537 0.6134
H -0.2487 0.6146 -0.8555

## Properties
* ΔE to the lowest compared entry with this formula, charge and spin: 119.3 kcal per mole
* total charge: 0
* Kohn-Sham gap: 9.516 eV


An isolated molecule of C19H24ClN3O5 at a distorted geometry, computed with ωB97M-V/def2-TZVPD.

CARTESIAN COORDINATES (ANGSTROEM)
C -0.1952 7.7895 -2.0315
O 0.2275 7.0247 -3.1345
C -0.7222 6.1016 -3.5994
C -1.1315 5.0232 -2.5799
N -0.0268 4.5791 -1.7520
C 1.0666 3.9964 -2.5107
C 2.2277 3.6748 -1.5717
N 1.7814 2.7840 -0.5210
C 2.2557 1.5255 -0.4792
O 3.1302 1.1288 -1.2359
C 1.7407 0.5841 0.5535
C 2.4399 -0.5979 0.9163
C 1.6183 -1.1991 1.8260
C 1.7535 -2.4649 2.6158
O 0.5319 -3.1150 2.8521
C -0.1803 -3.5874 1.7862
C 0.2288 -3.5522 0.4662
C -0.5748 -4.0672 -0.5437
C -1.7930 -4.6191 -0.2155
Cl -2.8117 -5.2642 -1.4544
C -2.2291 -4.6710 1.1030
C -1.4322 -4.1589 2.1128
O -1.7517 -4.1574 3.4296
C -2.9916 -4.6973 3.8191
O 0.5203 -0.4472 1.9893
N 0.6014 0.6439 1.2010
C 0.6857 3.3467 0.2274
C -0.4711 3.6542 -0.7251
H -0.2902 7.1743 -1.1321
H 0.5729 8.5443 -1.8738
H -1.1531 8.2836 -2.2369
H -0.2613 5.6437 -4.4776
H -1.6375 6.6228 -3.9248
H -1.5958 4.1903 -3.1399
H -1.8903 5.4326 -1.9065
H 1.4072 4.7236 -3.2467
H 0.7510 3.0737 -3.0310
H 3.0370 3.1865 -2.1158
H 2.5913 4.6009 -1.1166
H 3.3885 -0.9160 0.5415
H 2.1333 -2.2295 3.6169
H 2.4759 -3.1232 2.1131
H 1.1784 -3.1206 0.1939
H -0.2449 -4.0307 -1.5688
H -3.1886 -5.1106 1.3186
H -3.8270 -4.1552 3.3647
H -3.0655 -5.7598 3.5656
H -3.0334 -4.5818 4.9008
H 0.3577 2.6526 0.9985
H 1.0293 4.2834 0.6805
H -1.2861 4.1155 -0.1626
H -0.8409 2.7073 -1.1581

## Properties
* ΔE to the lowest compared entry with this formula, charge and spin: 100.8 kcal per mole
* total charge: 0
* SMILES: COCCN1CCN(C(=O)c2cc(COc3ccc(Cl)cc3OC)on2)CC1
* Kohn-Sham gap: 9.030 eV


A 2-piece molecular cluster, C6H8 overall at a distorted geometry, computed with ωB97M-V/def2-TZVPD.

CARTESIAN COORDINATES (ANGSTROEM)
C -2.5882 0.4536 0.2120
C -1.6177 0.0325 0.8818
C -0.3758 -0.6310 1.1345
C 0.4957 -0.3269 -0.0145
C 1.8150 0.2690 -0.0032
C 1.0675 0.1079 -1.3001
H -3.6747 0.4041 0.3790
H 0.0369 -0.1119 2.0127
H -0.4908 -1.7076 1.3348
H -1.6530 0.1060 -1.2861
H 2.7258 -0.3121 0.1010
H 1.8967 1.3084 0.3019
H 0.8573 1.0612 -1.7885
H 1.5052 -0.6530 -1.9653

## Properties
* ΔE to the lowest compared entry with this formula, charge and spin: 186.4 kcal per mole
* total charge: 0
* Kohn-Sham gap (alpha / beta): 7.602 / 8.107 eV


C26H30BrCl2N2O9P as an isolated structure at a distorted geometry, computed with ωB97M-V/def2-TZVPD.

CARTESIAN COORDINATES (ANGSTROEM)
C 4.3584 -1.5914 -1.1980
C 4.0744 -0.3857 -2.2430
C 4.6338 1.0627 -1.6986
Br 5.4980 0.9433 0.1026
C 3.5647 2.2483 -1.8438
Cl 4.5543 3.8362 -1.7632
C 2.8617 2.2905 -3.3016
N 2.3769 2.3828 -4.4122
C 2.4597 2.3462 -0.6722
C 2.0217 0.9555 -0.0248
N 1.7448 -0.0749 0.5420
O 1.2467 2.9072 -1.3134
C 0.0860 2.6786 -0.5070
O -0.0964 3.2683 0.6139
C -1.1316 1.7078 -0.9557
C -1.7492 0.8558 0.2303
C -2.9767 -0.1178 0.0078
C -3.5578 -0.1771 -1.4639
C -2.9336 0.6503 -2.6600
C -1.7008 1.6194 -2.4054
P 3.1471 3.6166 0.6366
O 2.4911 3.0167 2.1331
Cl 2.2812 5.5235 0.3588
H 3.7269 -1.5024 -0.2341
H 3.9823 -2.5600 -1.7198
H 5.4761 -1.7515 -1.0027
H 2.9374 -0.2608 -2.3542
H 4.5074 -0.6236 -3.2803
H 5.5025 1.3218 -2.4262
H -1.3222 0.9278 1.3002
H -3.4047 -0.7350 0.8846
H -4.4769 -0.8568 -1.6511
H -3.3980 0.5816 -3.7045
H -1.2499 2.2525 -3.2446
H 2.1946 3.7710 2.6931
O -2.4586 1.1103 3.0144
C -2.2782 2.1822 3.5403
O -1.3558 2.4069 4.5141
C -1.4841 3.7519 4.9869
C -2.1709 4.5016 3.8706
C -3.0545 3.4377 3.2580
H -2.0753 3.7431 5.9076
H -0.4955 4.1604 5.2058
H -2.7177 5.3812 4.2153
H -1.4303 4.8317 3.1348
H -4.0249 3.3767 3.7570
H -3.1809 3.5888 2.1855
O -2.9295 -5.8762 1.0639
C -2.3297 -4.9294 1.5076
O -1.5417 -4.1075 0.7606
C -0.8977 -3.1595 1.6192
C -1.7557 -3.0992 2.8601
C -2.2985 -4.5088 2.9513
H 0.1159 -3.5131 1.8314
H -0.8368 -2.1910 1.1179
H -1.2062 -2.7822 3.7483
H -2.5818 -2.3969 2.7063
H -1.6243 -5.1702 3.5008
H -3.2975 -4.5274 3.3875
O 1.5584 -3.7400 -5.1763
C 0.9486 -3.3505 -4.2120
O 1.4248 -2.4284 -3.3301
C 0.4939 -2.2805 -2.2506
C -0.8292 -2.7595 -2.7976
C -0.4087 -3.8323 -3.7787
H 0.8392 -2.8863 -1.4069
H 0.4528 -1.2338 -1.9409
H -1.5114 -3.1159 -2.0233
H -1.3251 -1.9445 -3.3352
H -0.3036 -4.8070 -3.2959
H -1.0926 -3.8930 -4.6255

## Properties
* total charge: 0
* Kohn-Sham gap: 8.489 eV


A 2-piece molecular cluster, C4H12N2O2 overall at a distorted geometry, computed with ωB97M-V/def2-TZVPD.

CARTESIAN COORDINATES (ANGSTROEM)
C 1.2380 -1.0054 -1.2089
C 1.3164 0.3476 -0.4049
N 2.1335 1.3464 -1.0592
C -0.0497 0.9446 -0.2803
N -0.8235 0.0603 0.6251
C -0.4873 -0.1498 2.0264
O 0.2869 0.6544 2.6316
H 1.5106 -0.7876 -2.2635
H 1.8886 -1.7439 -0.8642
H 0.2273 -1.3596 -1.2310
H 1.8381 0.1976 0.6061
H 1.7199 1.5932 -1.9819
H 3.0051 0.9458 -1.2897
H -0.0111 2.0549 0.1592
H -0.6230 0.9664 -1.1504
H -1.7391 -0.4775 0.1940
H -0.9152 -0.9666 2.5473
O -3.0766 -1.5247 -1.3263
H -2.9687 -1.8868 -2.2590
H -2.8895 -2.2420 -0.6639

## Properties
* ΔE to the lowest compared entry with this formula, charge and spin: 59.6 kcal per mole
* total charge: 0
* SMILES: C[C@@H](N)CNC=O.O
* Kohn-Sham gap: 9.546 eV


C13H27N2OPS3Si2 as an isolated structure at a distorted geometry, computed with ωB97M-V/def2-TZVPD.

CARTESIAN COORDINATES (ANGSTROEM)
C 4.9888 1.6341 -0.8503
C 4.6942 0.7878 -0.0482
C 4.2803 -0.1128 1.0652
C 3.1364 -1.0376 0.5558
C 1.7936 -0.2196 0.4677
Si 0.8425 -0.7511 -1.0731
S 2.1425 -0.4341 -2.7637
O -0.5635 0.1403 -1.3917
Si -1.4139 0.7595 -0.0832
C -0.6165 2.2513 0.7540
C 0.2406 3.1970 -0.1443
C -0.4399 3.6666 -1.4652
S 0.4232 2.9662 -2.9203
C -1.8724 -0.5172 1.2245
C -2.5969 -1.7999 0.7065
C -2.4994 -2.8714 1.8465
C -4.1080 -1.5999 0.4210
N -2.9752 1.3508 -0.7840
C -3.6720 1.9279 0.0084
S -4.4657 2.9065 1.0012
P 0.4939 -2.9730 -1.0651
N 1.8013 -3.8064 -1.4561
H 5.0825 2.3212 -1.6616
H 3.9124 0.4431 1.9298
H 5.1273 -0.7530 1.3295
H 3.4364 -1.4471 -0.4110
H 3.0290 -1.8826 1.2445
H 1.2694 -0.4443 1.4063
H 2.0662 0.8409 0.4757
H 2.8777 0.6434 -2.3976
H 0.0502 1.8663 1.5412
H -1.3453 2.8865 1.2702
H 1.2375 2.8015 -0.3636
H 0.4237 4.1022 0.4547
H -1.5219 3.5171 -1.4781
H -0.2765 4.7462 -1.5433
H -0.2970 1.8950 -3.3247
H -2.5650 -0.0309 1.9318
H -1.0193 -0.8546 1.8279
H -2.1454 -2.2055 -0.2082
H -2.5183 -2.3902 2.8278
H -1.6608 -3.5597 1.7143
H -3.4136 -3.4764 1.7789
H -4.4024 -2.3313 -0.3393
H -4.6908 -1.7312 1.3394
H -4.3635 -0.6146 0.0234
H 0.0979 -3.3139 0.2543
H -0.5630 -3.3252 -1.9487
H 2.5586 -3.1677 -1.6794

## Properties
* total charge: 0
* Kohn-Sham gap: 9.005 eV


A 2-piece molecular cluster, C3H9NO overall at a distorted geometry, computed with ωB97M-V/def2-TZVPD.

CARTESIAN COORDINATES (ANGSTROEM)
C -4.5072 1.7769 2.5808
N -3.5401 1.8098 3.6978
H -5.0375 0.8279 2.6139
H -4.1545 2.1146 1.6150
H -5.2924 2.4961 2.8537
H -3.6986 0.9661 4.2520
H -2.5587 1.8007 3.4139
O 3.0701 -0.1237 -2.5904
C 3.5148 -1.1229 -3.2936
C 4.5974 -2.0893 -2.8350
H 3.0376 -1.2682 -4.2742
H 5.6280 -1.8621 -3.1520
H 4.3519 -3.1207 -3.1404
H 4.5891 -2.2053 -1.7413

## Properties
* ΔE to the lowest compared entry with this formula, charge and spin: 16.1 kcal per mole
* total charge: -1
* spin multiplicity: 2
* Kohn-Sham gap (alpha / beta): 1.887 / 5.204 eV
* <S²>: 0.754